Run a
DFT (ωB97M-V/def2-TZVPD) results for one molecule with the formula ClH2O3PS.

Bonds (Å) are listed after each position.
Element x y z (Å)
1 O -1.595 -0.299 0.911  O2 1.394, H7 0.937
2 O -0.304 0.029 1.323  O1 1.394, P3 1.657
3 P 0.687 -0.208 0.016  O2 1.657, O4 1.608, S5 2.356, Cl6 1.885
4 O -0.233 0.399 -1.156  P3 1.608, H8 0.975
5 S 2.829 0.770 0.092  P3 2.356
6 Cl 0.476 -2.080 -0.066  P3 1.885
7 H -2.145 0.397 0.611  O1 0.937
8 H 0.284 0.993 -1.731  O4 0.975

Computed properties:
LUMO energy, eV: -0.434
SMILES: OO[P@@](O)(=S)Cl


Run b
DFT (ωB97M-V/def2-TZVPD) results for a 2-piece molecular cluster, ClH2O3PS overall.

Bonds (Å) are listed after each position.
Element x y z (Å)
1 O 1.515 0.563 -1.216  O3 1.356, H7 0.968
2 O 0.925 -0.530 0.987  P4 1.620, H8 0.911
3 O 0.719 1.380 -0.483  O1 1.356, P4 1.654
4 P 0.306 0.965 1.065  O2 1.620, O3 1.654
5 S -3.888 -0.430 -0.357  Cl6 1.980
6 Cl -1.919 -0.233 -0.315  S5 1.980
7 H 1.387 -0.391 -1.113  O1 0.968
8 H 0.956 -1.325 1.431  O2 0.911

Computed properties:
LUMO energy (alpha / beta), eV: -0.514 / -2.348


Q: Which of them is the least stable? A: run b.


Run a
DFT (ωB97M-V/def2-TZVPD) results for an isolated ion of composition C7H18N3 and charge +1.

Bonds (Å) are listed after each position.
Element x y z (Å)
1 C -1.842 -2.164 -0.848  C2 1.539, H11 1.082, H12 1.101, H13 1.118
2 C -1.966 -0.777 -0.191  C1 1.539, N3 1.479, H14 1.025, H15 1.105
3 N -0.754 0.069 -0.178  C2 1.479, C4 1.477, C6 1.373
4 C -0.885 1.515 -0.449  N3 1.477, C5 1.519, H16 1.180, H17 1.085
5 C -1.441 2.122 0.828  C4 1.519, H18 1.078, H19 1.165, H20 1.085
6 C 0.452 -0.411 0.270  N3 1.373, N7 1.374, N8 1.339
7 N 0.385 -1.545 1.043  C6 1.374, H21 1.061, H22 1.037
8 N 1.619 0.148 -0.075  C6 1.339, C9 1.380, C10 1.535
9 C 1.850 0.930 -1.188  N8 1.380, H23 1.198, H24 1.065, H25 1.119
10 C 2.877 -0.238 0.715  N8 1.535, H26 1.126, H27 1.020, H28 1.109
11 H -1.532 -2.210 -1.883  C1 1.082
12 H -1.174 -2.795 -0.241  C1 1.101
13 H -2.780 -2.739 -0.651  C1 1.118
14 H -2.676 -0.214 -0.670  C2 1.025
15 H -2.429 -0.897 0.805  C2 1.105
16 H -1.595 1.526 -1.392  C4 1.180
17 H -0.017 2.076 -0.783  C4 1.085
18 H -0.688 2.129 1.599  C5 1.078
19 H -1.807 3.226 0.762  C5 1.165
20 H -2.215 1.518 1.291  C5 1.085
21 H -0.388 -1.859 1.699  N7 1.061
22 H 1.310 -1.895 1.355  N7 1.037
23 H 1.992 2.097 -0.958  C9 1.198
24 H 1.119 0.790 -1.950  C9 1.065
25 H 2.899 0.702 -1.505  C9 1.119
26 H 2.934 -1.363 0.739  C10 1.126
27 H 2.926 0.202 1.634  C10 1.020
28 H 3.826 0.056 0.222  C10 1.109

Computed properties:
LUMO energy, eV: -2.591
SMILES: CCN(CC)C(N)=[N+](C)C
Charge: +1


Run b
DFT (ωB97M-V/def2-TZVPD) results for a 2-piece molecular cluster, C7H18N3 overall.

Bonds (Å) are listed after each position.
Element x y z (Å)
1 C -0.962 0.861 -0.798  C2 1.592, N8 1.469, H11 1.189, H12 1.053
2 C -2.392 1.232 -0.204  C1 1.592, N9 1.431, H13 1.141, H14 1.051
3 C -0.761 -0.286 1.153  C4 1.439, N8 1.235
4 C -0.309 -0.867 2.389  C3 1.439, H15 1.162, H16 1.012, H17 1.106
5 C -3.041 0.780 2.155  N9 1.410, H18 1.224, H19 1.001, H20 1.036
6 C 1.589 -1.473 -2.120  N10 1.486, H21 1.091, H22 1.035, H23 1.066
7 C 2.999 0.323 -1.339  N10 1.524, H24 1.019, H25 1.002, H26 1.154
8 N -0.135 0.132 0.174  C1 1.469, C3 1.235
9 N -2.685 0.329 0.867  C2 1.431, C5 1.410
10 N 2.179 -0.881 -0.891  C6 1.486, C7 1.524, H27 1.239, H28 1.001
11 H -1.002 0.151 -1.750  C1 1.189
12 H -0.261 1.562 -1.154  C1 1.053
13 H -2.320 2.335 0.080  C2 1.141
14 H -3.165 1.068 -0.896  C2 1.051
15 H 0.670 -1.481 2.270  C4 1.162
16 H -0.981 -1.550 2.716  C4 1.012
17 H -0.306 -0.184 3.259  C4 1.106
18 H -3.862 1.674 2.001  C5 1.224
19 H -3.440 -0.022 2.603  C5 1.001
20 H -2.323 1.228 2.752  C5 1.036
21 H 1.350 -0.777 -2.925  C6 1.091
22 H 2.375 -1.937 -2.607  C6 1.035
23 H 0.782 -2.170 -2.086  C6 1.066
24 H 3.456 0.708 -0.514  C7 1.019
25 H 3.595 0.179 -2.132  C7 1.002
26 H 2.364 1.200 -1.737  C7 1.154
27 H 1.120 -0.552 -0.338  N10 1.239
28 H 2.626 -1.621 -0.387  N10 1.001

Computed properties:
LUMO energy, eV: -2.798
Charge: +1


Q: Which of them is the least stable? A: run b.


Run a
DFT (ωB97M-V/def2-TZVPD) results for a 2-piece molecular cluster, C4H12S2 overall.

Bonds (Å) are listed after each position.
Element x y z (Å)
1 C 1.338 2.964 -0.715  C2 1.538, H4 1.100, H5 1.087, H6 1.093
2 C 1.154 1.884 0.365  C1 1.538, C3 1.505, H7 1.100, H8 1.094
3 C -0.073 2.213 1.172  C2 1.505, H9 1.100, H10 1.090, H11 1.096
4 H 0.437 3.125 -1.324  C1 1.100
5 H 2.021 2.656 -1.503  C1 1.087
6 H 1.405 3.891 -0.139  C1 1.093
7 H 2.074 1.922 0.966  C2 1.100
8 H 1.125 0.860 -0.021  C2 1.094
9 H -0.939 2.329 0.504  C3 1.100
10 H -0.249 1.417 1.896  C3 1.090
11 H -0.116 3.170 1.705  C3 1.096
12 C -1.822 -0.917 -1.240  S13 1.853, H15 1.088, H16 1.084, H17 1.089
13 S -0.718 -0.764 0.241  C12 1.853, S14 2.052
14 S 0.356 -2.503 0.069  S13 2.052, H18 1.345
15 H -2.035 0.052 -1.687  C12 1.088
16 H -2.733 -1.472 -1.044  C12 1.084
17 H -1.133 -1.420 -1.917  C12 1.089
18 H 1.592 -1.986 -0.035  S14 1.345

Computed properties:
LUMO energy, eV: 0.595
SMILES: CCC.CSS


Run b
DFT (ωB97M-V/def2-TZVPD) results for a 2-piece molecular cluster, C4H12S2 overall.

Bonds (Å) are listed after each position.
Element x y z (Å)
1 C -0.962 -0.596 -3.212  S2 1.811, H4 1.103, H5 1.103, H6 1.103
2 S -1.867 -0.079 -1.732  C1 1.811, C3 1.849
3 C -0.790 0.026 -0.233  S2 1.849, H7 1.103, H8 1.103, H9 1.103
4 H -1.432 -1.522 -3.584  C1 1.103
5 H 0.103 -0.798 -3.009  C1 1.103
6 H -1.030 0.173 -4.000  C1 1.103
7 H -0.376 -0.977 -0.037  C3 1.103
8 H -1.384 0.339 0.642  C3 1.103
9 H 0.047 0.733 -0.361  C3 1.103
10 C 2.066 0.648 1.242  S11 1.792, H13 1.103, H14 1.103, H15 1.103
11 S 1.421 -0.410 2.537  C10 1.792, C12 1.801
12 C -0.322 -0.050 2.263  S11 1.801, H16 1.103, H17 1.103, H18 1.103
13 H 3.168 0.661 1.287  C10 1.103
14 H 1.701 1.688 1.277  C10 1.103
15 H 1.758 0.198 0.283  C10 1.103
16 H -0.872 -0.520 3.097  C12 1.103
17 H -0.635 -0.532 1.321  C12 1.103
18 H -0.594 1.018 2.219  C12 1.103

Computed properties:
LUMO energy, eV: 0.853
SMILES: CSC.CSC


Q: Which of them is the least stable? A: run b.


Run a
DFT (ωB97M-V/def2-TZVPD) results for a 2-piece molecular cluster, C4H9OS overall.

Bonds (Å) are listed after each position.
Element x y z (Å)
1 C 1.123 1.793 0.265  C2 1.533, H4 1.093, H5 1.091, H6 1.099
2 C 0.681 1.308 1.650  C1 1.533, S3 1.808, H7 1.095, H8 1.097
3 S -1.030 0.724 1.626  C2 1.808
4 H 0.487 2.628 -0.041  C1 1.093
5 H 0.927 1.000 -0.458  C1 1.091
6 H 2.173 2.117 0.235  C1 1.099
7 H 0.768 2.141 2.356  C2 1.095
8 H 1.368 0.519 1.979  C2 1.097
9 C -0.200 -1.989 -0.388  C10 1.322, H12 1.084, H13 1.085
10 C -1.120 -1.446 -1.169  C9 1.322, O11 1.385, H14 1.082
11 O -1.388 -1.950 -2.430  C10 1.385, H15 0.955
12 H -0.141 -1.663 0.644  C9 1.084
13 H 0.364 -2.836 -0.762  C9 1.085
14 H -1.728 -0.616 -0.836  C10 1.082
15 H -2.285 -1.730 -2.672  O11 0.955

Computed properties:
LUMO energy, eV: 3.470
Charge: -1


Run b
DFT (ωB97M-V/def2-TZVPD) results for a 2-piece molecular cluster, C4H9OS overall.

Bonds (Å) are listed after each position.
Element x y z (Å)
1 C -1.108 -0.869 -0.683  O2 1.400, C3 1.508, H5 1.099, H6 1.095
2 O -0.233 -1.327 0.310  C1 1.400, H7 1.004
3 C -0.478 0.150 -1.599  C1 1.508, C4 1.322, H8 1.086
4 C -0.368 -0.010 -2.906  C3 1.322, H9 1.085, H10 1.086
5 H -1.993 -0.401 -0.231  C1 1.099
6 H -1.449 -1.726 -1.273  C1 1.095
7 H -0.157 -0.565 0.960  O2 1.004
8 H -0.111 1.038 -1.095  C3 1.086
9 H 0.084 0.742 -3.544  C4 1.085
10 H -0.736 -0.913 -3.384  C4 1.086
11 C 1.424 0.756 2.722  S12 1.824, H13 1.095, H14 1.089, H15 1.092
12 S -0.278 1.120 2.176  C11 1.824
13 H 1.719 -0.275 2.498  C11 1.095
14 H 2.158 1.405 2.246  C11 1.089
15 H 1.526 0.876 3.803  C11 1.092

Computed properties:
LUMO energy, eV: 3.821
Charge: -1


Run c
DFT (ωB97M-V/def2-TZVPD) results for an isolated ion of composition C4H9OS and charge -1.

Bonds (Å) are listed after each position.
Element x y z (Å)
1 O -1.237 -0.789 -2.930  C2 1.369
2 C -0.209 -0.911 -2.034  O1 1.369, C3 1.572, H7 1.142, H8 1.121
3 C -0.206 0.303 -1.036  C2 1.572, C4 1.625, H9 1.122, H10 1.200
4 C 0.602 0.080 0.356  C3 1.625, C5 1.505, H11 1.129, H12 1.145
5 C -0.061 0.803 1.497  C4 1.505, S6 1.794, H13 1.152, H14 1.088
6 S 0.661 0.596 3.126  C5 1.794, H15 1.353
7 H 0.724 -1.027 -2.682  C2 1.142
8 H -0.146 -1.808 -1.363  C2 1.121
9 H 0.067 1.310 -1.449  C3 1.122
10 H -1.377 0.368 -0.786  C3 1.200
11 H 0.578 -1.014 0.630  C4 1.129
12 H 1.693 0.393 0.206  C4 1.145
13 H -1.145 0.425 1.593  C5 1.152
14 H -0.125 1.880 1.361  C5 1.088
15 H 0.183 -0.609 3.511  S6 1.353

Computed properties:
LUMO energy, eV: 2.915
SMILES: [O-]CCCCS
Charge: -1


Q: Which of them is the least stable? A: run c.


Run a
DFT (ωB97M-V/def2-TZVPD) results for a 2-piece molecular cluster, C2H7OPS overall.

Bonds (Å) are listed after each position.
Element x y z (Å)
1 O -1.502 -1.189 -0.427  P2 1.409
2 P -2.059 -0.250 0.464  O1 1.409, H3 1.359, H4 1.421, H5 1.424
3 H -1.964 -0.719 1.736  P2 1.359
4 H -1.515 1.044 0.243  P2 1.421
5 H -3.463 -0.341 0.244  P2 1.424
6 C 1.421 0.166 -1.047  C7 1.499, H9 1.121, H10 1.148, H11 1.102
7 C 1.691 0.276 0.423  C6 1.499, S8 1.605, H12 1.030
8 S 0.653 0.231 1.646  C7 1.605
9 H 1.934 -0.748 -1.444  C6 1.121
10 H 0.277 0.070 -1.027  C6 1.148
11 H 1.858 1.052 -1.535  C6 1.102
12 H 2.669 0.406 0.722  C7 1.030

Computed properties:
LUMO energy, eV: -0.229
SMILES: O=[PH3].CC=S


Run b
DFT (ωB97M-V/def2-TZVPD) results for one molecule with the formula C2H7OPS.

Bonds (Å) are listed after each position.
Element x y z (Å)
1 P -1.155 -0.848 1.871  O2 1.655, H6 1.403, H7 1.408
2 O -0.359 0.471 1.267  P1 1.655, C3 1.335
3 C -0.149 0.933 0.033  O2 1.335, C4 1.846, H8 1.173, H9 1.016
4 C 0.933 -0.202 -0.942  C3 1.846, S5 1.800, H10 1.183, H11 1.025
5 S 0.911 0.402 -2.637  C4 1.800, H12 1.353
6 H -0.036 -1.689 1.958  P1 1.403
7 H -1.010 -0.505 3.229  P1 1.408
8 H -1.195 1.047 -0.486  C3 1.173
9 H 0.293 1.843 -0.066  C3 1.016
10 H 0.244 -1.152 -0.790  C4 1.183
11 H 1.781 -0.178 -0.367  C4 1.025
12 H -0.259 -0.122 -3.070  S5 1.353

Computed properties:
LUMO energy, eV: 0.804
SMILES: POCCS


Q: Which of them is the least stable? A: run b.